{
  "formula": "C5H12N2",
  "method": "wB97M-V/def2-TZVPD",
  "elements": ["C", "C", "C", "C", "C", "N", "N", "H", "H", "H", "H", "H", "H", "H", "H", "H", "H", "H", "H"],
  "positions_angstrom": [[1.192639, 0.892595, -0.154249], [-1.569982, 0.368132, -0.020966], [2.636447, 0.775543, -0.195349], [-2.406957, -0.828035, -0.117195], [0.745943, -1.490124, 0.341610], [-1.796347, 1.611217, 0.034976], [0.456575, -0.118467, 0.084742], [0.551989, 1.735904, -0.182772], [2.894316, -0.137028, 0.182450], [3.094898, 0.848171, -1.206087], [3.337938, 1.470982, 0.295060], [-2.438008, -1.508432, 0.818894], [-3.550721, -0.566019, -0.141193], [-1.905665, -1.505956, -0.957018], [1.155943, -2.041475, -0.592798], [-0.187715, -2.157901, 0.731895], [1.639316, -1.647308, 1.019442], [-2.792978, 1.985409, 0.257771], [-1.057636, 2.312788, -0.199221]],
  "atomic_forces_ev_per_a": [[-0.391, -0.786, 0.816], [2.179, -1.609, 0.711], [1.609, 2.045, -1.305], [-0.630, -1.483, 0.602], [0.184, -3.946, -0.367], [-0.743, 0.622, -0.049], [-3.790, 0.893, -0.392], [0.695, 1.510, -0.566], [0.763, -2.580, 0.794], [-0.861, -0.207, 0.000], [-1.165, 0.507, 0.374], [0.737, 1.174, -1.106], [2.104, -0.306, -0.865], [-1.569, 1.408, 1.334], [-1.087, 1.103, 1.011], [2.309, 2.013, -0.796], [-1.324, 0.651, -0.085], [1.845, -0.643, -0.737], [-0.864, -0.366, 0.625]],
  "mulliken_charge": [0.35, 0.99, -1.15, -1.19, -0.86, -0.21, -0.12, 0.33, 0.28, 0.34, 0.37, 0.41, 0.38, 0.40, 0.42, 0.26, 0.37, 0.35, 0.28],
  "e_above_lowest_kcal_mol": 106.03,
  "total_charge": 2,
  "homo_energy_ev": -20.13,
  "homo_lumo_gap_ev": 9.531
}


{
  "formula": "C6H10O",
  "method": "wB97M-V/def2-TZVPD",
  "elements": ["C", "C", "C", "C", "C", "C", "O", "H", "H", "H", "H", "H", "H", "H", "H", "H", "H"],
  "positions_angstrom": [[1.725630, 1.387629, 1.812375], [1.633490, 1.024209, 0.320745], [0.334758, 0.287508, 0.047552], [-0.085391, -0.014235, -1.179779], [-1.403181, -0.595666, -1.518120], [-1.976676, -1.561708, -0.801371], [-3.340720, -1.707420, -0.723013], [1.674874, 0.404575, 2.280839], [0.908241, 2.035674, 2.114615], [2.653570, 1.887644, 2.069883], [2.417227, 0.280553, 0.122050], [1.683063, 1.770424, -0.461119], [-0.147062, -0.212513, 0.884730], [0.641716, -0.006546, -1.983717], [-1.777911, -0.093100, -2.406453], [-1.409614, -2.330449, -0.288509], [-3.532007, -2.556572, -0.290714]],
  "atomic_forces_ev_per_a": [[0.074, 0.061, -1.078], [-0.409, -1.440, 0.002], [0.451, -0.605, -0.087], [0.262, -1.472, -0.005], [1.097, 0.239, -0.015], [-0.651, 0.180, -0.300], [0.194, -0.801, -0.227], [-0.050, 0.326, 0.618], [-0.194, -0.128, 0.164], [0.187, -0.076, 0.036], [0.241, 0.329, -0.063], [0.394, 0.666, 0.349], [-0.618, 0.799, 0.217], [-0.112, 1.092, -0.390], [-1.054, -0.066, 0.497], [0.192, 0.469, 0.596], [-0.005, 0.426, -0.313]],
  "mulliken_charge": [-1.20, -0.34, -0.18, -0.40, -0.54, -0.14, -0.48, 0.31, 0.32, 0.35, 0.24, 0.37, 0.32, 0.37, 0.36, 0.34, 0.34],
  "smiles": "CC/C=C/C=C/O",
  "e_above_lowest_kcal_mol": 43.12,
  "homo_energy_ev": -8.06,
  "homo_lumo_gap_ev": 8.876
}


{
  "formula": "C7H10N3S",
  "method": "wB97M-V/def2-TZVPD",
  "elements": ["C", "C", "C", "C", "C", "C", "C", "N", "N", "N", "S", "H", "H", "H", "H", "H", "H", "H", "H", "H", "H"],
  "positions_angstrom": [[1.841596, 0.391080, -1.857517], [0.485144, 0.083182, -1.718111], [-0.169709, -2.081805, -0.469274], [-0.402491, -2.302418, 0.980780], [-0.072721, -0.944512, -1.014796], [-1.122991, -0.160020, 1.931098], [0.434315, 1.588509, 1.044568], [-0.835456, -1.489839, 1.831475], [-0.118887, 1.207418, -2.380703], [-0.729256, 0.787039, 0.874145], [1.492771, 1.766787, -2.859131], [2.775965, -0.186074, -1.573918], [-0.257292, -2.988908, -1.078511], [-0.182995, -3.344275, 1.213526], [-2.306233, -0.154607, 2.028880], [-0.706138, 0.242894, 2.979171], [0.598231, 1.682273, 2.193402], [1.241060, 1.239934, 0.308389], [0.269418, 2.630687, 0.626992], [-0.743063, 1.109470, -3.167663], [-1.491269, 0.923184, 0.107198]],
  "atomic_forces_ev_per_a": [[0.445, -0.358, -0.659], [-0.414, -0.493, -0.222], [-0.818, -1.251, 0.150], [-0.418, 0.428, 0.416], [1.005, 2.497, -1.154], [-2.201, 2.959, 1.445], [-0.081, 1.750, -0.511], [1.355, -2.910, 0.521], [1.381, 0.426, 0.453], [-2.532, -1.712, -1.649], [-0.246, -1.001, 0.965], [-1.309, 1.243, -0.254], [0.348, 0.305, 0.005], [-0.317, 0.129, 0.557], [2.233, 0.266, -0.035], [-0.876, -0.890, -2.234], [0.561, -0.329, -2.261], [-0.072, 0.072, 1.680], [-0.093, -0.954, 0.760], [-0.243, -0.442, -0.095], [2.292, 0.264, 2.121]],
  "mulliken_charge": [-0.13, -0.29, -0.33, -0.09, 0.59, -0.63, -0.59, -0.33, -0.35, -0.17, 0.09, 0.40, 0.39, 0.36, 0.31, 0.33, 0.32, 0.07, 0.30, 0.35, 0.38],
  "e_above_lowest_kcal_mol": 122.36,
  "total_charge": 1,
  "homo_energy_ev": [-12.51, -12.51],
  "homo_lumo_gap_ev": [6.849, 6.852]
}